1.
{
  "formula": "C2HCl4NO2",
  "method": "the ωB97M-V functional and the def2-TZVPD basis",
  "total_energy_ev": -57759.58657,
  "de_lowest_ev": 1.753,
  "e_lumo_ev": -1.3671,
  "charge": 0,
  "symbols": ["C", "C", "N", "O", "O", "Cl", "Cl", "Cl", "Cl", "H"],
  "xyz": [[0.132, -0.643, -0.136], [2.208, 0.026, -0.092], [0.004, -1.056, -1.531], [-0.030, -0.156, -2.366], [0.006, -2.256, -1.846], [-0.107, -1.642, 1.152], [3.125, -1.332, -0.612], [2.266, 1.473, -1.079], [2.298, 0.299, 1.600], [0.008, 0.498, 0.033]],
  "forces_ev_per_a": [[3.10, 4.54, -0.65], [-2.50, -0.98, -0.32], [-0.14, -1.19, -1.47], [-0.02, -0.18, 1.01], [0.04, 1.44, 1.29], [-0.42, -1.07, 0.32], [0.21, 0.21, -0.25], [0.15, -0.78, 0.42], [0.44, 0.39, 0.25], [-0.86, -2.38, -0.60]]
}



2.
{
  "formula": "C3H5N3O5S",
  "method": "the ωB97M-V functional and the def2-TZVPD basis",
  "total_energy_ev": -28733.21250,
  "e_lumo_ev": 5.7883,
  "charge": -2,
  "symbols": ["C", "C", "C", "N", "N", "N", "O", "O", "O", "O", "O", "S", "H", "H", "H", "H", "H"],
  "xyz": [[-4.315, 0.271, -0.261], [4.288, -0.451, -0.025], [-3.593, -0.766, 0.311], [3.733, 0.594, -0.609], [-2.362, -0.705, 0.797], [-1.534, 0.219, 0.494], [3.441, -1.343, 0.631], [-5.452, 0.427, -0.730], [5.476, -0.787, -0.106], [2.183, 2.388, -0.383], [1.132, 0.220, -0.790], [2.290, 1.036, 0.109], [-3.577, 1.170, -0.411], [-4.057, -1.710, 0.447], [3.997, -2.052, 1.060], [0.319, 0.430, -0.347], [-1.966, 1.058, -0.187]],
  "forces_ev_per_a": [[2.02, 2.15, -1.15], [0.83, -1.20, -0.64], [-2.46, -0.39, -0.37], [-1.33, -0.26, 1.00], [2.56, 1.41, -0.67], [-0.77, 1.65, -0.67], [0.29, -0.96, 1.03], [-0.48, -0.69, 0.31], [0.29, -0.01, 0.22], [-0.69, 2.25, -0.02], [1.98, -0.14, -0.41], [0.75, -1.02, -0.99], [-1.31, -0.61, 0.43], [-0.63, -0.84, 0.39], [-0.54, 1.38, -0.90], [-1.38, -0.16, 0.79], [0.90, -2.55, 1.66]]
}



3.
{
  "formula": "C2H3N2O2",
  "method": "the ωB97M-V functional and the def2-TZVPD basis",
  "total_energy_ev": -9195.82131,
  "de_lowest_ev": 1.883,
  "e_lumo_ev": 4.0708,
  "charge": -1,
  "symbols": ["C", "C", "N", "N", "O", "O", "H", "H", "H"],
  "xyz": [[1.827, 0.551, 1.443], [-1.593, -1.035, -0.709], [1.175, 1.051, 0.583], [0.486, 1.328, -0.370], [-2.553, -0.291, -0.519], [-0.555, -0.829, -1.325], [2.847, 0.701, 1.903], [0.027, 0.586, -0.839], [-1.660, -2.063, -0.168]],
  "forces_ev_per_a": [[1.47, 1.13, 1.97], [-1.57, -1.46, 1.82], [0.33, -1.59, -1.32], [0.82, 3.64, 1.87], [-0.72, 0.45, 0.01], [1.94, 0.01, -1.40], [-1.59, -0.48, -1.10], [-0.75, -2.24, -1.33], [0.06, 0.54, -0.53]]
}



4.
{
  "formula": "C29H82O22S12",
  "method": "the ωB97M-V functional and the def2-TZVPD basis",
  "total_energy_ev": -206455.93895,
  "de_lowest_ev": 5.173,
  "e_lumo_ev": -0.0367,
  "charge": 0,
  "symbols": ["O", "S", "O", "O", "C", "C", "C", "H", "H", "H", "H", "H", "H", "H", "H", "O", "S", "O", "O", "C", "C", "C", "H", "H", "H", "H", "H", "H", "H", "H", "O", "S", "O", "O", "C", "C", "C", "H", "H", "H", "H", "H", "H", "H", "H", "O", "S", "O", "O", "C", "C", "C", "H", "H", "H", "H", "H", "H", "H", "H", "O", "S", "O", "O", "C", "C", "C", "H", "H", "H", "H", "H", "H", "H", "H", "C", "S", "O", "C", "H", "H", "H", "H", "H", "H", "C", "S", "O", "C", "H", "H", "H", "H", "H", "H", "C", "S", "O", "C", "H", "H", "H", "H", "H", "H", "C", "S", "O", "C", "H", "H", "H", "H", "H", "H", "C", "S", "O", "C", "H", "H", "H", "H", "H", "H", "C", "S", "O", "C", "H", "H", "H", "H", "H", "H", "C", "S", "O", "C", "H", "H", "H", "H", "H", "H"],
  "xyz": [[-4.643, 2.391, 0.265], [-5.723, 2.771, 1.137], [-6.846, 1.902, 1.452], [-5.040, 3.224, 2.610], [-5.855, 3.364, 3.708], [-5.150, 4.404, 4.727], [-6.409, 4.384, 0.608], [-5.977, 2.384, 4.168], [-6.895, 3.575, 3.458], [-4.143, 4.004, 4.845], [-5.689, 4.424, 5.674], [-4.962, 5.431, 4.412], [-5.648, 5.164, 0.629], [-7.304, 4.570, 1.200], [-6.943, 4.250, -0.333], [-9.057, -1.587, -4.981], [-7.770, -2.037, -4.505], [-7.216, -3.278, -5.023], [-6.642, -0.889, -4.859], [-5.196, -1.257, -4.684], [-4.408, -1.318, -5.964], [-7.777, -1.980, -2.676], [-5.173, -2.243, -4.220], [-4.802, -0.525, -3.979], [-4.373, -0.337, -6.437], [-4.891, -2.020, -6.643], [-3.358, -1.590, -5.846], [-6.851, -2.492, -2.414], [-8.777, -2.306, -2.389], [-7.695, -0.998, -2.210], [1.684, 6.430, 2.367], [0.621, 6.432, 1.345], [-0.584, 7.120, 1.492], [1.274, 6.870, -0.133], [2.660, 6.466, -0.479], [3.235, 7.489, -1.444], [0.022, 4.776, 0.946], [2.786, 5.483, -0.932], [3.386, 6.486, 0.333], [2.628, 7.870, -2.266], [4.201, 7.277, -1.902], [3.551, 8.338, -0.838], [-0.525, 4.417, 1.818], [0.782, 4.047, 0.666], [-0.636, 4.837, 0.078], [0.081, 0.321, 5.709], [0.207, 0.564, 7.197], [0.509, 1.963, 7.680], [-1.075, -0.172, 7.966], [-1.900, 0.582, 8.893], [-3.131, -0.349, 9.166], [1.478, -0.680, 7.915], [-2.157, 1.542, 8.443], [-1.416, 0.885, 9.822], [-2.823, -1.388, 9.049], [-3.956, -0.003, 8.544], [-3.391, -0.288, 10.223], [2.395, -0.092, 7.867], [1.721, -1.494, 7.232], [1.209, -0.934, 8.940], [2.960, -6.060, 1.890], [3.685, -6.659, 3.007], [3.137, -6.966, 4.352], [4.206, -8.154, 2.501], [4.620, -8.325, 1.162], [5.614, -9.482, 1.223], [5.321, -5.847, 3.093], [4.826, -7.339, 0.745], [3.725, -8.684, 0.654], [6.611, -9.206, 1.567], [5.604, -9.949, 0.238], [5.281, -10.302, 1.858], [6.004, -6.469, 3.672], [5.159, -4.863, 3.535], [5.658, -5.803, 2.058], [5.365, 3.467, 5.661], [6.088, 2.284, 4.479], [5.159, 1.080, 4.505], [5.764, 3.192, 3.001], [5.231, 2.852, 6.550], [4.430, 3.879, 5.282], [6.157, 4.193, 5.847], [6.153, 2.604, 2.169], [6.309, 4.136, 2.984], [4.734, 3.356, 2.684], [-2.244, -3.506, 2.554], [-4.070, -3.036, 2.128], [-4.771, -4.406, 2.058], [-4.616, -2.467, 3.769], [-2.260, -4.275, 3.326], [-1.749, -2.562, 2.780], [-1.846, -3.928, 1.631], [-4.294, -3.147, 4.557], [-5.667, -2.190, 3.849], [-4.001, -1.568, 3.817], [0.573, -0.737, -1.023], [2.329, -0.423, -1.537], [2.457, 1.078, -1.777], [3.036, -0.844, 0.157], [-0.138, -0.296, -1.722], [0.303, -0.246, -0.088], [0.193, -1.759, -1.033], [4.114, -0.736, 0.037], [2.829, -1.898, 0.341], [2.571, -0.148, 0.855], [-0.275, 5.041, -5.001], [0.377, 6.308, -6.145], [0.953, 5.473, -7.286], [-1.238, 7.172, -6.664], [-0.371, 5.427, -3.987], [0.594, 4.382, -4.977], [-1.149, 4.514, -5.385], [-1.014, 8.044, -7.280], [-1.713, 7.474, -5.731], [-1.791, 6.449, -7.264], [6.183, 4.836, -5.374], [6.971, 5.567, -6.900], [5.741, 5.841, -7.836], [7.625, 7.164, -6.280], [5.872, 3.793, -5.426], [5.287, 5.429, -5.187], [6.887, 4.856, -4.542], [7.479, 7.979, -6.989], [8.647, 7.062, -5.916], [7.026, 7.586, -5.472], [-3.557, -8.043, -1.783], [-4.063, -6.661, -2.878], [-2.841, -5.734, -2.852], [-3.845, -7.769, -4.365], [-4.319, -8.820, -1.728], [-3.361, -7.646, -0.787], [-2.596, -8.469, -2.072], [-4.534, -8.608, -4.265], [-2.817, -8.131, -4.372], [-4.009, -7.274, -5.322], [4.418, -4.184, -4.601], [3.282, -5.369, -5.533], [3.771, -6.775, -5.500], [1.750, -5.320, -4.602], [4.189, -4.083, -3.540], [4.452, -3.207, -5.083], [5.452, -4.521, -4.536], [1.577, -4.264, -4.397], [1.842, -5.915, -3.693], [0.945, -5.628, -5.269]],
  "forces_ev_per_a": [[-0.84, 0.23, 1.01], [-0.62, 0.89, 1.37], [1.37, 0.69, -0.58], [0.80, -0.48, -3.74], [-0.74, 1.03, 2.54], [-0.36, -1.56, -1.09], [-0.65, -1.04, 0.17], [0.42, -0.02, 0.51], [0.02, 0.77, -0.24], [-0.04, -0.16, 0.45], [0.11, -0.14, -0.03], [-0.64, -0.08, -0.57], [-0.22, -0.20, -0.09], [0.53, 0.23, 0.86], [0.89, -0.18, -0.56], [1.34, -0.08, 0.45], [0.87, 0.70, -0.84], [-0.75, 0.92, 1.12], [-0.06, -0.71, 0.06], [-0.68, -0.46, 0.75], [-0.56, 0.60, -0.75], [0.25, 0.33, -0.88], [0.02, 0.05, 0.12], [-0.09, 0.04, -0.08], [-0.22, 0.04, -0.13], [0.14, 0.00, -0.06], [-0.15, -0.28, 0.49], [-0.62, -0.69, 0.47], [0.48, -0.92, 0.18], [0.07, 0.42, -0.86], [-1.98, 0.07, -2.01], [3.66, -2.59, -0.72], [-1.41, 2.09, 0.33], [0.69, -0.73, 1.35], [0.68, 0.39, -0.68], [0.44, 1.52, 0.14], [0.56, -0.34, -0.08], [-1.10, -0.31, 0.14], [-0.80, -0.06, 0.72], [-0.44, -0.32, 0.24], [-0.06, -1.08, 0.05], [-0.52, 0.47, -0.01], [0.03, 0.11, -0.03], [0.35, 0.26, 0.31], [-0.11, 0.43, 0.23], [0.06, 0.77, 4.41], [1.18, -0.12, -1.56], [-1.32, -4.04, -0.96], [1.07, 1.54, -0.54], [-1.02, -0.25, -0.03], [1.12, 1.13, 0.38], [0.14, 1.95, -1.05], [-0.33, -0.18, -0.25], [0.64, -0.61, -0.05], [-0.22, 0.09, -0.55], [-0.04, -0.64, 0.03], [-0.26, 0.32, -0.05], [0.02, 0.21, 0.45], [-0.95, -0.15, 0.07], [-0.08, -0.02, -0.36], [0.51, -0.44, 1.82], [0.26, -2.32, 0.70], [1.04, 1.35, -3.28], [-0.91, 1.98, 2.19], [-1.02, -1.03, 0.19], [0.09, 0.16, -0.88], [-0.99, -0.36, 0.08], [0.86, -0.36, -0.38], [0.05, 0.06, -0.43], [0.01, 0.08, -0.29], [0.66, 0.17, -0.20], [-0.42, 0.43, 0.33], [-0.29, 0.10, 0.13], [0.19, -0.05, -0.13], [-0.04, 0.26, 0.13], [0.67, -0.60, -0.29], [-1.49, -1.10, 0.71], [0.95, 1.07, -0.22], [0.13, 0.22, -1.61], [-0.19, 0.20, 0.02], [0.13, 0.00, 0.14], [-0.30, 0.32, 0.04], [0.35, -0.18, 0.11], [0.02, 0.04, 0.26], [-0.31, 0.02, 0.84], [-1.69, 0.82, -0.61], [-0.52, -3.52, 1.25], [0.88, 1.68, -0.71], [1.50, 0.90, -0.35], [-0.04, 0.35, 0.12], [0.23, -0.26, 0.32], [-0.14, 0.08, -0.01], [-0.17, -0.17, -0.24], [0.11, -0.30, -0.47], [-0.16, 0.44, 0.68], [-0.78, 0.50, -0.34], [-0.70, 0.86, 0.76], [-0.16, -1.84, 0.65], [-0.27, 0.35, -1.58], [0.57, 0.47, -0.54], [0.50, -0.12, 0.26], [0.90, -0.40, 0.31], [-0.09, 0.29, 0.26], [-0.27, 0.11, 0.14], [0.28, -0.21, 0.14], [0.56, 0.33, -0.18], [0.01, -0.52, -1.24], [-1.12, 1.28, 1.18], [1.19, -0.98, 0.14], [-0.41, 0.18, -0.13], [-0.16, -0.25, -0.08], [0.04, 0.15, 0.06], [0.27, -0.11, 0.15], [-0.19, -0.12, -0.14], [-0.21, 0.03, 0.26], [0.39, 0.69, 0.14], [-2.70, -0.27, -1.64], [2.66, -0.22, 2.03], [-1.00, 0.43, 0.91], [0.20, 0.06, -0.94], [0.14, 0.16, 0.09], [0.05, 0.41, 0.06], [0.47, -0.62, -0.77], [-0.01, -0.09, -0.35], [-0.19, -0.54, 0.46], [0.01, 0.22, 0.59], [2.75, -0.45, -0.48], [-1.77, -0.94, -0.18], [-0.06, 0.35, 0.11], [-0.06, 0.10, -0.06], [-0.43, 0.24, 0.01], [-0.12, 0.12, -0.56], [-0.04, 0.05, 0.02], [-0.01, 0.06, 0.27], [-0.26, 0.32, 0.28], [-0.08, -0.54, 0.82], [0.68, 0.40, -1.05], [0.18, 0.32, 0.52], [0.40, 0.76, 0.21], [-0.62, 0.12, -0.01], [-0.46, -0.14, -0.11], [-0.09, -0.61, -0.72], [-0.09, 0.03, 0.32], [-0.17, 0.03, -0.08], [0.22, -0.37, 0.12]]
}



5.
{
  "formula": "C5H11NO",
  "method": "the ωB97M-V functional and the def2-TZVPD basis",
  "total_energy_ev": -8890.98089,
  "de_lowest_ev": 10.716,
  "e_lumo_ev": -2.4483,
  "charge": 0,
  "symbols": ["C", "O", "C", "C", "C", "C", "N", "H", "H", "H", "H", "H", "H", "H", "H", "H", "H", "H"],
  "xyz": [[-0.899, -0.301, 2.539], [-1.677, -0.900, -1.854], [-1.248, -0.177, 1.250], [-0.397, 0.240, 0.207], [0.986, 0.574, 0.357], [1.741, -0.359, -0.588], [2.006, 1.003, -0.786], [0.129, -0.304, 2.892], [-1.708, -0.635, 3.177], [-2.219, -1.704, -1.930], [-2.259, -0.473, 1.013], [-0.815, 1.728, -2.562], [-0.619, -0.147, -0.801], [-1.331, 1.954, -2.080], [1.229, 1.589, -0.395], [1.394, 0.696, 1.344], [1.094, -0.872, -1.316], [2.545, -0.948, -0.146]],
  "forces_ev_per_a": [[-0.11, -0.72, -0.25], [0.18, -0.24, 0.50], [-0.28, 0.41, 0.66], [1.65, -0.79, -1.10], [-0.36, -2.50, 3.30], [-0.33, -0.25, -0.97], [1.10, -0.34, -0.15], [-0.26, 0.41, 0.14], [0.39, 0.07, 0.48], [0.41, 0.34, 0.04], [-0.09, 0.24, -0.57], [0.04, 0.03, -0.01], [-1.77, 0.46, -0.78], [-0.02, 0.06, -0.01], [-1.02, 2.66, -1.95], [0.23, 0.07, 0.31], [0.35, -0.07, 0.28], [-0.14, 0.15, 0.09]]
}



6.
{
  "formula": "C24H37BBrN4O2S2SiY",
  "method": "the ωB97M-V functional and the def2-TZVPD basis",
  "total_energy_ev": -136860.10604,
  "e_lumo_ev": 0.3847,
  "charge": 0,
  "symbols": ["Y", "C", "N", "C", "C", "N", "B", "N", "C", "C", "N", "C", "C", "S", "C", "S", "H", "H", "H", "H", "H", "H", "H", "H", "H", "H", "H", "H", "Br", "C", "C", "C", "C", "C", "C", "C", "O", "O", "H", "H", "H", "H", "C", "Si", "C", "C", "C", "C", "C", "C", "C", "C", "H", "H", "H", "H", "H", "H", "H", "H", "H", "H", "H", "H", "H", "H", "H", "H", "H", "H", "H", "H", "H"],
  "xyz": [[0.500, -0.469, 0.389], [3.053, -2.116, -3.822], [2.859, -2.836, -2.579], [2.787, -4.207, -2.437], [2.611, -4.449, -1.123], [2.580, -3.243, -0.457], [2.342, -3.100, 1.069], [1.035, -3.843, 1.483], [0.951, -4.656, 2.594], [-0.344, -4.982, 2.787], [-1.062, -4.360, 1.788], [-2.501, -4.380, 1.620], [-0.209, -3.669, 1.005], [-0.719, -2.789, -0.382], [2.736, -2.261, -1.362], [2.821, -0.559, -1.131], [2.781, -2.766, -4.650], [4.092, -1.804, -3.925], [2.422, -1.231, -3.827], [2.865, -4.870, -3.279], [2.500, -5.381, -0.597], [2.227, -1.919, 1.329], [3.241, -3.576, 1.698], [1.828, -4.916, 3.158], [-0.821, -5.583, 3.539], [-2.932, -4.999, 2.401], [-2.760, -4.784, 0.643], [-2.895, -3.367, 1.696], [2.290, 5.716, 2.680], [1.730, 3.933, 2.994], [2.287, 2.908, 2.250], [1.840, 1.612, 2.459], [0.857, 1.337, 3.406], [0.348, 2.376, 4.172], [0.771, 3.678, 3.962], [0.307, -0.063, 3.575], [0.060, -0.521, 4.666], [0.111, -0.676, 2.440], [3.055, 3.116, 1.518], [2.344, 0.808, 1.923], [-0.397, 2.156, 4.926], [0.357, 4.492, 4.541], [-1.547, 2.938, 0.853], [-1.091, 1.731, -0.560], [-0.124, 2.831, -1.842], [0.134, 2.074, -3.149], [-0.820, 4.158, -2.161], [1.233, 3.162, -1.208], [-2.796, 1.075, -1.230], [-3.521, 0.447, -0.032], [-3.693, 2.162, -1.826], [-2.602, -0.025, -2.281], [-2.244, 3.716, 0.522], [-0.657, 3.440, 1.244], [-2.010, 2.417, 1.694], [-0.784, 1.937, -3.722], [0.568, 1.085, -2.965], [0.834, 2.634, -3.780], [-1.781, 4.008, -2.654], [-0.195, 4.759, -2.832], [-0.994, 4.747, -1.257], [1.820, 2.259, -1.010], [1.115, 3.707, -0.267], [1.825, 3.791, -1.883], [-3.739, 1.181, 0.745], [-2.925, -0.356, 0.418], [-4.473, 0.009, -0.354], [-3.837, 2.997, -1.136], [-4.683, 1.751, -2.062], [-3.276, 2.558, -2.753], [-1.954, -0.827, -1.914], [-2.165, 0.359, -3.203], [-3.566, -0.480, -2.537]],
  "forces_ev_per_a": [[0.14, -0.55, -0.06], [0.04, 0.05, -0.05], [-0.04, -0.07, 0.17], [0.00, 0.04, -0.09], [0.00, -0.05, 0.09], [0.03, 0.04, -0.12], [-0.10, 0.17, -0.04], [-0.20, -0.07, 0.03], [0.05, 0.03, -0.01], [-0.06, -0.02, 0.04], [0.19, 0.02, -0.01], [-0.08, 0.01, -0.03], [0.06, -0.11, 0.12], [0.04, 0.26, -0.15], [0.03, -0.19, -0.06], [-0.15, 0.26, 0.09], [0.00, -0.02, 0.01], [-0.01, 0.00, -0.01], [-0.01, -0.01, -0.01], [0.00, 0.00, 0.00], [-0.01, 0.00, -0.01], [0.06, 0.01, 0.00], [0.11, -0.05, 0.06], [0.00, 0.00, 0.01], [0.01, 0.00, 0.00], [0.01, -0.01, 0.00], [-0.01, -0.01, 0.01], [0.00, -0.01, 0.00], [-0.02, -0.06, 0.01], [-0.01, 0.03, 0.00], [0.05, 0.02, -0.03], [-0.04, 0.04, 0.04], [0.03, -0.13, -0.04], [-0.02, 0.00, 0.02], [0.01, 0.03, -0.01], [0.04, 0.21, 0.34], [-0.06, 0.07, -0.01], [0.04, -0.11, -0.17], [0.00, 0.00, 0.01], [0.00, -0.07, -0.02], [0.00, -0.01, 0.00], [-0.01, 0.00, -0.01], [-0.01, 0.01, -0.08], [-0.15, 0.26, -0.09], [-0.09, -0.03, 0.01], [-0.04, 0.01, 0.06], [0.02, -0.01, 0.02], [-0.06, 0.01, 0.04], [0.08, 0.01, -0.05], [0.05, 0.04, 0.01], [0.01, -0.01, 0.03], [0.01, 0.06, 0.04], [0.01, -0.02, 0.01], [0.00, -0.02, -0.02], [0.02, -0.02, 0.00], [-0.03, 0.00, -0.01], [0.02, 0.01, -0.01], [0.01, 0.00, -0.01], [0.01, 0.03, 0.00], [-0.01, 0.01, 0.00], [0.00, -0.01, -0.02], [0.03, -0.02, 0.01], [0.04, -0.02, -0.02], [0.01, 0.00, -0.01], [-0.01, -0.01, 0.00], [-0.02, -0.01, 0.03], [0.00, -0.02, -0.01], [-0.01, 0.00, -0.01], [-0.01, 0.01, 0.00], [-0.02, 0.00, -0.02], [-0.02, -0.01, -0.01], [0.02, 0.01, -0.03], [-0.01, -0.01, 0.00]]
}